Record 1
The following is a quantum chemistry calculation of a molecular structure, C2HF6NO2S2, from the Open Molecules 2025 dataset.

```
! wB97M-V def2-TZVPD RIJCOSX def2/J DEFGRID3
* xyz 0 1
C -3.74 -0.29 -0.44
C 1.54 -1.38 -0.33
N -2.42 -2.18 1.57
O -1.77 0.25 1.31
O -0.97 -1.14 -0.52
F -4.66 0.43 0.23
F -4.42 -1.10 -1.26
F -2.92 0.39 -1.25
F 1.53 -2.71 -0.48
F 2.48 -1.11 0.58
F 1.81 -0.88 -1.52
S -2.42 -0.99 0.78
S 0.07 -0.68 0.55
H 0.51 0.55 0.30
*
```

Computed properties:
frontier orbital gap	10.326	eV
total energy	-45644.893	eV
highest occupied orbital energy	-10.353	eV
largest force on an atom	0.042	hartree/bohr

***

Record 2
The following is a quantum chemistry calculation of 2 unconnected molecules or ions with the total composition C8H9N, from the Open Molecules 2025 dataset.

```
! wB97M-V def2-TZVPD RIJCOSX def2/J DEFGRID3
* xyz 0 1
N 1.71 -3.03 2.17
C 1.82 -2.67 1.06
C 1.95 -2.21 -0.32
H 2.31 -1.17 -0.34
H 0.98 -2.27 -0.83
H 2.68 -2.84 -0.86
C -0.46 1.15 1.23
C -1.49 0.29 0.85
C 0.08 2.04 0.31
C -1.98 0.32 -0.45
C -0.42 2.08 -1.00
C -1.45 1.22 -1.38
H -0.07 1.12 2.26
H -1.91 -0.42 1.58
H 0.89 2.72 0.60
H -2.80 -0.36 -0.75
H 0.00 2.78 -1.73
H -1.84 1.25 -2.40
*
```

Computed properties:
frontier orbital gap	10.329	eV
total energy	-9931.593	eV
highest occupied orbital energy	-9.561	eV
largest force on an atom	0.052	hartree/bohr

***

Record 3
The following is a quantum chemistry calculation of a molecular structure, C35H34CdCl3N6O6S2Sb, from the Open Molecules 2025 dataset.

```
! wB97M-V def2-TZVPD RIJCOSX def2/J DEFGRID3
* xyz -2 1
Cd -0.38 -0.22 -0.38
O -6.46 -3.67 -2.62
C -5.29 -4.08 -2.79
O -4.87 -5.11 -3.35
C -4.19 -3.14 -2.22
C -4.53 -1.91 -1.69
C -3.54 -1.09 -1.18
N -2.25 -1.43 -1.18
C -1.90 -2.62 -1.69
C -2.85 -3.50 -2.21
C -0.41 -2.99 -1.69
O -0.11 -4.14 -1.99
O 0.39 -2.05 -1.37
H -5.57 -1.62 -1.66
H -3.75 -0.13 -0.73
H -2.53 -4.45 -2.61
S 1.59 0.12 1.22
C 2.57 1.15 0.22
N 3.64 1.75 0.61
N 3.97 1.57 1.91
C 5.06 2.20 2.46
C 5.87 3.06 1.71
C 6.94 3.70 2.32
C 7.22 3.51 3.67
C 6.41 2.66 4.41
C 5.34 2.01 3.82
N 2.32 1.46 -1.14
N 1.26 1.06 -1.63
C 1.03 1.42 -2.99
C -0.18 1.02 -3.55
C -0.47 1.34 -4.87
C 0.45 2.05 -5.63
C 1.66 2.44 -5.07
C 1.96 2.12 -3.76
H 3.35 1.00 2.48
H 5.65 3.21 0.67
H 7.56 4.36 1.73
H 8.06 4.02 4.14
H 6.61 2.49 5.46
H 4.71 1.35 4.40
H -0.89 0.47 -2.95
H -1.41 1.03 -5.29
H 0.22 2.31 -6.65
H 2.37 2.99 -5.66
H 2.90 2.42 -3.30
C -0.86 -3.10 4.64
C -2.21 -2.60 4.12
Sb -1.94 -1.18 2.51
C -3.98 -0.47 2.42
C -4.87 -0.74 3.63
C -1.12 0.44 3.68
C -1.77 0.76 5.02
H -0.98 -3.85 5.43
H -0.26 -2.28 5.05
H -0.28 -3.56 3.84
H -2.78 -2.12 4.92
H -2.81 -3.42 3.74
H -4.41 -0.92 1.52
H -3.90 0.60 2.20
H -5.01 -1.82 3.78
H -5.86 -0.31 3.49
H -4.45 -0.33 4.55
H -1.17 1.30 3.00
H -0.06 0.22 3.79
H -2.80 1.11 4.88
H -1.23 1.54 5.55
H -1.81 -0.12 5.67
O -3.59 4.33 -6.09
C -2.57 4.66 -5.24
O -1.81 5.52 -5.57
C -2.50 3.91 -3.96
C -1.53 4.29 -3.03
C -1.41 3.64 -1.82
C -2.26 2.57 -1.47
S -2.14 1.77 0.10
C -3.22 2.19 -2.41
C -3.34 2.85 -3.62
H -4.14 3.65 -5.68
H -0.87 5.10 -3.28
H -0.65 3.94 -1.11
H -3.89 1.37 -2.19
H -4.11 2.48 -4.30
Cl 1.43 2.90 4.24
C 1.47 4.24 3.08
Cl 0.34 5.51 3.62
Cl 3.10 4.90 2.97
C 1.04 3.78 1.76
N 0.66 3.45 0.74
*
```

Computed properties:
frontier orbital gap	6.641	eV
total energy	-128415.263	eV
highest occupied orbital energy	-3.319	eV
largest force on an atom	0.008	hartree/bohr

***

Energy relative to the best compared isomer or geometry (same formula, charge and spin) for every record listed, in sequence, given in kJ/mol: 193.2, 0.0, 27.5.